No. 1
# C13H40N2O13

A 7-piece molecular cluster, C13H40N2O13 overall (wB97M-V/def2-TZVPD, the Open Molecules 2025 dataset).

Geometry as XYZ:
```
68
Properties=species:S:1:pos:R:3:forces:R:3:nbo_charge:R:1
N -1.088 -0.805 1.095 0.06 -0.60 0.60 -0.86
C -0.393 -0.970 -0.053 1.90 0.29 0.17 0.78
N -0.647 -0.113 -1.063 0.08 -0.64 0.00 -0.88
O 0.583 -1.758 -0.079 -1.13 0.44 0.02 -0.75
H -1.869 -0.197 1.259 0.00 0.15 -0.38 0.41
H -0.706 -1.351 1.854 -0.55 -0.05 0.10 0.42
H -1.469 0.461 -0.991 0.16 0.30 -0.24 0.40
H 0.041 -0.135 -1.824 -0.71 0.01 -0.14 0.44
O -3.806 2.924 -3.022 0.44 -0.27 0.41 -0.70
C -3.478 1.557 -2.781 -0.99 -0.89 -0.70 -0.11
C -4.004 1.037 -1.447 0.10 -0.29 -0.32 -0.11
O -3.140 1.399 -0.366 -0.17 -0.01 0.03 -0.73
H -3.794 3.361 -2.163 -0.01 0.29 -0.20 0.45
H -3.950 0.977 -3.585 -0.33 0.22 0.15 0.19
H -2.428 1.296 -2.956 0.23 0.52 0.55 0.18
H -4.086 -0.052 -1.467 0.54 0.01 0.07 0.20
H -5.040 1.336 -1.248 0.14 0.48 -0.14 0.18
H -3.123 2.360 -0.302 0.03 -0.05 0.18 0.47
O 2.941 -0.396 0.739 -0.63 0.91 -0.33 -0.73
C 2.639 0.959 1.115 -0.36 -0.91 0.44 -0.09
C 3.688 1.936 0.617 0.29 -0.25 2.24 -0.09
O 3.415 3.202 1.232 -0.09 0.34 -0.63 -0.73
H 2.132 -0.880 0.976 0.24 -0.37 -0.63 0.49
H 1.627 1.336 0.901 -0.01 -0.44 -0.70 0.16
H 2.613 0.875 2.211 0.48 0.99 0.13 0.15
H 3.805 2.103 -0.448 -0.30 -0.25 -0.15 0.19
H 4.608 1.533 1.054 0.38 0.14 -0.62 0.17
H 3.625 3.166 2.168 0.04 -0.17 0.01 0.47
O 1.145 -0.183 -3.291 -0.13 0.25 0.04 -0.75
C 2.405 -0.671 -2.800 -0.73 0.20 -0.35 -0.10
C 3.434 -0.870 -3.875 1.11 -0.79 0.18 -0.09
O 4.357 0.220 -3.860 -0.42 0.25 -0.30 -0.73
H 1.177 0.787 -3.333 0.33 -0.31 -0.50 0.49
H 2.765 0.048 -2.062 0.30 -0.44 0.24 0.19
H 2.182 -1.646 -2.369 -0.02 0.23 0.38 0.21
H 2.987 -1.120 -4.842 -0.21 0.68 -0.12 0.17
H 3.990 -1.787 -3.636 0.07 0.03 0.22 0.16
H 5.050 0.087 -4.512 -0.09 -0.12 -0.05 0.47
O -4.912 -1.645 4.493 -0.03 -0.09 0.77 -0.71
C -4.422 -2.697 3.721 0.88 -0.29 -1.67 -0.08
C -3.664 -2.194 2.485 -0.05 -0.10 0.40 -0.09
O -4.553 -1.594 1.550 0.02 -0.01 -0.33 -0.74
H -5.172 -0.915 3.923 -0.05 -0.14 -0.22 0.48
H -3.711 -3.354 4.231 -0.13 0.46 0.77 0.18
H -5.200 -3.380 3.354 -0.30 0.19 0.11 0.15
H -3.058 -3.005 2.065 -0.26 0.00 -0.24 0.17
H -2.948 -1.412 2.734 -0.11 -0.08 0.42 0.18
H -4.872 -2.270 0.946 -0.08 0.02 0.08 0.47
O -0.474 -2.826 3.341 0.32 -0.57 0.03 -0.72
C 0.938 -2.772 3.184 1.15 1.42 0.71 -0.12
C 1.729 -3.697 4.149 -0.77 -1.03 -2.04 -0.07
O 2.973 -4.082 3.613 0.97 0.35 0.11 -0.72
H -0.697 -3.736 3.101 -0.35 0.19 0.05 0.46
H 1.224 -2.882 2.131 0.02 -0.54 0.11 0.20
H 1.246 -1.746 3.429 -0.31 0.02 -0.09 0.17
H 1.106 -4.612 4.150 0.00 0.24 1.08 0.14
H 1.982 -3.254 5.109 -0.59 -0.15 0.08 0.20
H 2.895 -4.554 2.780 -0.31 0.07 -0.04 0.47
O 0.706 5.202 -2.236 0.32 -0.01 0.13 -0.72
C 1.438 4.181 -1.545 -0.40 -0.37 -0.66 -0.10
C 1.019 2.806 -2.089 0.27 1.40 0.36 -0.11
O 1.453 2.651 -3.442 0.21 -0.13 0.49 -0.75
H -0.130 4.821 -2.520 -0.08 0.11 0.08 0.46
H 2.496 4.333 -1.771 0.04 0.02 -0.01 0.18
H 1.349 4.254 -0.459 -0.32 -0.06 0.01 0.19
H -0.075 2.745 -2.128 -0.05 -0.20 0.53 0.16
H 1.441 2.079 -1.393 -0.07 -0.50 -0.48 0.20
H 1.702 3.530 -3.751 0.01 -0.15 -0.19 0.49
```
Positions in Å, forces in eV/Å.

Properties
* SMILES string: NC(N)=O.OCCO.OCCO.OCCO.OCCO.OCCO.OCCO
* relative energy (zero: lowest compared OMol25 entry of this formula, charge and spin): 1.371 eV
* 2S+1: 1
* DFT total energy: -1606.84040 a.u.

No. 2
# C3H8O2

C3H8O2 in the gas phase (wB97M-V/def2-TZVPD, the Open Molecules 2025 dataset).

Geometry as XYZ:
```
13
Properties=species:S:1:pos:R:3:forces:R:3:nbo_charge:R:1
C 2.285 0.515 0.314 -0.14 -0.15 0.42 -0.54
O 0.571 0.473 0.478 0.14 0.21 -0.21 -0.56
C 0.026 -0.681 -0.173 -0.04 -0.21 -0.02 -0.09
C -1.431 -0.398 -0.466 0.06 -0.28 0.20 -0.09
O -1.445 0.789 -1.245 -0.21 0.20 0.00 -0.73
H 2.443 1.098 1.244 0.03 -0.06 -0.23 0.12
H 2.448 -0.525 0.669 0.01 0.17 -0.12 0.11
H 0.348 1.211 -0.119 0.04 -0.07 0.17 0.53
H 0.601 -0.854 -1.091 -0.09 0.00 0.10 0.21
H 0.157 -1.520 0.512 -0.04 0.08 -0.10 0.20
H -1.878 -1.243 -1.007 0.09 0.16 0.03 0.18
H -1.977 -0.262 0.476 0.07 0.01 -0.13 0.18
H -2.217 1.316 -1.013 0.07 -0.07 -0.11 0.48
```
Positions in Å, forces in eV/Å.

Properties
* relative energy (zero: lowest compared OMol25 entry of this formula, charge and spin): 4.783 eV
* 2S+1: 1
* DFT total energy: -269.41911 a.u.

No. 3
# C4H8O2

C4H8O2 in the gas phase (wB97M-V/def2-TZVPD, the Open Molecules 2025 dataset).

Geometry as XYZ:
```
14
Properties=species:S:1:pos:R:3:forces:R:3:nbo_charge:R:1
C 1.434 0.836 0.408 0.06 0.25 -0.05 -0.25
C 0.817 -1.456 -0.581 -0.16 -0.20 0.23 -0.26
O 0.824 -0.419 0.742 0.11 0.03 -0.01 -0.42
C -0.402 -0.917 0.061 -0.16 -0.01 -0.08 -0.01
C -1.278 0.061 -0.674 0.23 -0.17 -0.23 -0.11
O -2.111 0.833 0.165 0.13 0.18 0.20 -0.71
H 0.858 1.389 -0.338 0.11 -0.13 0.12 0.19
H 2.424 0.621 0.003 -0.18 0.08 0.09 0.22
H 1.507 1.412 1.336 -0.05 -0.11 -0.15 0.19
H 1.069 -2.386 -0.045 -0.03 0.10 -0.13 0.13
H -0.968 -1.452 0.831 0.10 0.02 -0.12 0.19
H -1.945 -0.545 -1.298 0.11 0.04 0.07 0.21
H -0.681 0.671 -1.366 -0.12 -0.07 0.11 0.18
H -1.548 1.351 0.754 -0.15 -0.02 -0.05 0.46
```
Positions in Å, forces in eV/Å.

Properties
* relative energy (zero: lowest compared OMol25 entry of this formula, charge and spin): 5.505 eV
* 2S+1: 1
* DFT total energy: -307.51013 a.u.

Number 1: E_LUMO 0.0001 Eh. Number 2: E_LUMO 0.0180 Eh. Number 3: E_LUMO 0.0271 Eh.